{
  "formula": "C31H44BrN3NiOP2",
  "method": "ωB97M-V/def2-TZVPD",
  "energy_ev": -169017.9858,
  "orbital_gap_ha": [0.263, 0.162],
  "lumo_ha": [-0.227, -0.326],
  "s2": 2.050,
  "spin_multiplicity": 3,
  "charge": 2,
  "homo_ev": [-13.4, -13.3],
  "relative_energy_ev": 3.670,
  "max_force_ev_per_a": 3.896,
  "species": ["C", "C", "C", "C", "N", "C", "C", "C", "C", "C", "C", "C", "C", "C", "Ni", "P", "H", "H", "H", "H", "H", "H", "H", "H", "C", "C", "H", "H", "H", "H", "H", "C", "C", "H", "H", "H", "H", "H", "C", "C", "H", "H", "H", "H", "H", "Br", "P", "C", "C", "H", "H", "H", "H", "H", "C", "C", "H", "H", "H", "H", "H", "C", "C", "H", "H", "H", "H", "H", "N", "C", "O", "C", "C", "C", "C", "N", "C", "H", "H", "H", "H", "H", "H"],
  "coordinates": [[-0.705, 6.734, -5.801], [-0.897, 5.373, -6.203], [-1.199, 5.129, -7.562], [-1.232, 6.212, -8.450], [-1.020, 7.459, -8.057], [-0.764, 7.734, -6.786], [-0.780, 4.232, -5.300], [-0.592, 3.625, -4.233], [-0.469, 2.916, -3.039], [0.389, 3.121, -1.929], [0.741, 1.990, -1.205], [0.445, 0.653, -1.516], [-0.600, 0.548, -2.542], [-1.174, 1.692, -3.133], [-0.622, -0.966, -4.430], [1.641, -0.829, -1.440], [-1.387, 4.129, -7.927], [-0.502, 7.019, -4.777], [-1.438, 6.040, -9.525], [-0.592, 8.799, -6.519], [-2.102, 1.723, -3.740], [0.799, 4.112, -1.685], [-1.066, -0.470, -2.533], [1.389, 2.134, -0.322], [2.223, -2.514, -0.616], [3.268, -3.417, -1.223], [1.311, -3.094, -0.425], [2.566, -2.191, 0.376], [3.469, -4.220, -0.494], [2.933, -3.912, -2.141], [4.221, -2.908, -1.401], [2.057, -1.154, -3.210], [3.031, -0.145, -3.823], [1.107, -1.122, -3.842], [2.504, -2.163, -3.275], [3.094, -0.326, -4.908], [2.702, 0.899, -3.691], [4.048, -0.253, -3.419], [2.975, 0.194, -0.712], [4.388, -0.360, -0.612], [2.568, 0.413, 0.289], [2.997, 1.137, -1.279], [5.037, 0.473, -0.305], [4.454, -1.154, 0.145], [4.747, -0.732, -1.581], [-0.236, -1.333, 0.173], [-2.080, -2.359, -3.573], [-0.492, -3.289, -3.402], [-0.434, -4.737, -3.873], [-0.219, -3.189, -2.341], [0.198, -2.674, -3.980], [0.596, -4.954, -4.165], [-0.726, -5.459, -3.103], [-1.077, -4.883, -4.744], [-3.327, -2.311, -2.094], [-4.541, -3.260, -2.065], [-3.666, -1.271, -2.078], [-2.712, -2.459, -1.193], [-4.889, -3.468, -1.041], [-5.409, -2.832, -2.587], [-4.293, -4.220, -2.525], [-2.538, -1.156, -4.892], [-3.171, -1.881, -6.101], [-1.764, -0.483, -5.414], [-3.253, -0.495, -4.398], [-3.650, -1.097, -6.706], [-2.333, -2.320, -6.670], [-3.884, -2.661, -5.804], [-2.227, 2.012, 5.061], [-1.528, 1.364, 4.057], [-0.528, 0.718, 4.264], [-2.150, 1.507, 2.712], [-3.350, 2.164, 2.360], [-3.787, 2.151, 1.032], [-3.038, 1.436, 0.073], [-1.954, 0.790, 0.418], [-1.473, 0.866, 1.672], [-1.790, 2.002, 5.973], [-2.937, 2.679, 4.875], [-3.930, 2.681, 3.124], [-4.682, 2.641, 0.727], [-3.333, 1.408, -0.967], [-0.528, 0.340, 1.881]],
  "lowdin_spin": [0.011, 0.006, 0.011, -0.002, 0.011, -0.002, 0.063, 0.004, 0.053, -0.011, 0.032, 0.039, 0.032, -0.004, 0.681, -0.001, 0.000, 0.000, 0.000, 0.000, -0.001, -0.001, 0.004, 0.000, 0.016, 0.003, 0.015, 0.001, 0.000, 0.000, 0.001, 0.000, 0.001, 0.001, 0.000, 0.000, 0.000, 0.000, 0.003, 0.000, 0.000, 0.001, 0.000, 0.000, 0.000, 0.585, 0.190, 0.033, 0.006, 0.003, 0.003, -0.001, 0.000, 0.002, 0.024, 0.008, 0.002, 0.002, 0.000, 0.000, 0.002, 0.021, 0.004, 0.005, 0.002, -0.001, 0.000, 0.003, 0.000, 0.001, 0.000, 0.002, -0.002, 0.007, 0.011, 0.112, 0.003, 0.000, 0.000, 0.000, 0.001, 0.001, 0.000]
}

{
  "formula": "C4H9O",
  "method": "ωB97M-V/def2-TZVPD",
  "energy_ev": -6338.4557,
  "orbital_gap_ha": 0.191,
  "lumo_ha": 0.123,
  "charge": -1,
  "homo_ev": -1.8,
  "relative_energy_ev": 2.313,
  "max_force_ev_per_a": 2.228,
  "species": ["C", "O", "H", "H", "H", "C", "C", "C", "H", "H", "H", "H", "H", "H"],
  "coordinates": [[0.242, 3.448, -0.403], [-0.690, 3.397, 0.576], [1.244, 3.913, -0.211], [0.406, 2.337, -0.777], [-0.110, 4.142, -1.400], [0.206, -1.641, -0.970], [-0.021, -2.176, 0.421], [0.146, -3.486, 0.796], [1.201, -1.929, -1.346], [-0.351, -2.243, -1.676], [-0.070, -0.586, -1.233], [-0.506, -1.513, 1.106], [0.272, -3.857, 1.848], [-0.006, -4.312, 0.017]],
  "mulliken_charge": [-0.176, -0.829, 0.107, -0.137, 0.052, -0.994, -0.086, -0.613, 0.263, 0.304, 0.306, 0.371, 0.240, 0.192]
}

{
  "formula": "C35H26Cl2N9O6STi",
  "method": "ωB97M-V/def2-TZVPD",
  "energy_ev": -121411.9126,
  "orbital_gap_ha": 0.275,
  "lumo_ha": 0.086,
  "charge": -1,
  "homo_ev": -5.2,
  "max_force_ev_per_a": 1.089,
  "species": ["Ti", "O", "C", "N", "C", "O", "C", "C", "C", "C", "C", "N", "C", "C", "C", "C", "C", "N", "H", "H", "H", "H", "H", "H", "H", "H", "O", "N", "N", "O", "C", "C", "C", "C", "C", "C", "H", "H", "H", "H", "H", "C", "S", "O", "C", "C", "C", "C", "C", "C", "H", "H", "H", "H", "H", "H", "H", "H", "Cl", "C", "C", "C", "C", "C", "Cl", "C", "N", "H", "H", "H", "N", "C", "O", "C", "C", "N", "C", "N", "H", "H"],
  "coordinates": [[0.507, 0.304, 0.058], [-2.648, -2.061, 0.584], [-2.252, -0.921, 0.713], [-1.050, -0.541, 1.293], [-0.704, -1.195, 2.427], [-1.301, -2.089, 3.010], [0.556, -0.634, 3.036], [1.149, -1.243, 4.133], [2.288, -0.664, 4.660], [2.782, 0.499, 4.085], [2.137, 1.019, 2.975], [1.040, 0.465, 2.465], [-3.100, 0.217, 0.196], [-3.886, -0.004, -0.932], [-4.696, 1.022, -1.381], [-4.698, 2.219, -0.681], [-3.890, 2.329, 0.441], [-3.103, 1.354, 0.881], [0.707, -2.148, 4.526], [2.796, -1.114, 5.504], [3.674, 0.981, 4.462], [2.506, 1.895, 2.461], [-3.833, -0.964, -1.427], [-5.307, 0.897, -2.266], [-5.307, 3.056, -0.996], [-3.875, 3.251, 1.015], [-0.425, -0.778, -1.453], [-0.141, -0.755, -2.700], [0.852, -0.002, -2.949], [1.455, 0.662, -2.018], [1.226, 0.211, -4.309], [1.108, -0.811, -5.240], [1.465, -0.557, -6.555], [1.937, 0.694, -6.923], [2.055, 1.700, -5.975], [1.700, 1.466, -4.657], [0.740, -1.778, -4.927], [1.380, -1.347, -7.290], [2.220, 0.886, -7.950], [2.424, 2.675, -6.263], [1.777, 2.228, -3.895], [1.411, -3.883, -1.265], [0.590, -3.067, 0.107], [1.435, -1.835, 0.320], [1.093, -4.140, 1.435], [0.149, -5.000, 1.972], [0.515, -5.814, 3.035], [1.800, -5.739, 3.552], [2.722, -4.845, 3.022], [2.375, -4.031, 1.956], [2.484, -3.904, -1.074], [1.189, -3.294, -2.153], [1.011, -4.891, -1.368], [-0.866, -4.991, 1.597], [-0.213, -6.484, 3.475], [2.079, -6.366, 4.390], [3.715, -4.767, 3.446], [3.071, -3.298, 1.565], [1.053, 4.020, 1.425], [0.347, 4.208, -0.152], [0.379, 5.460, -0.737], [-0.206, 5.659, -1.981], [-0.830, 4.590, -2.612], [-0.849, 3.344, -2.012], [-1.670, 2.056, -2.833], [-0.241, 3.081, -0.763], [-0.194, 1.860, -0.204], [0.859, 6.269, -0.205], [-0.181, 6.634, -2.446], [-1.313, 4.706, -3.573], [3.453, 2.383, -0.659], [3.527, 1.186, -0.026], [2.451, 0.618, 0.310], [4.789, 0.629, 0.289], [4.877, -0.608, 0.951], [4.979, -1.622, 1.495], [5.952, 1.307, -0.118], [6.868, 1.927, -0.457], [2.559, 2.619, -1.057], [4.282, 2.789, -1.058]],
  "mulliken_charge": [-0.954, -0.630, -0.236, 0.992, -0.395, -0.713, 0.581, -0.740, -0.373, -0.941, 0.017, 0.476, 0.879, -0.660, -0.497, -0.374, -0.258, -0.394, 0.563, 0.430, 0.399, 0.430, 0.388, 0.394, 0.390, 0.410, 0.022, -1.296, 1.281, -0.105, 0.008, -0.320, -0.629, -0.434, -0.771, -0.144, 0.419, 0.367, 0.378, 0.383, 0.423, -1.050, 0.619, -0.236, 0.330, -0.409, -0.613, -0.377, -0.737, -0.287, 0.342, 0.241, 0.410, 0.418, 0.379, 0.387, 0.466, 0.347, -0.232, 0.887, -0.564, -0.546, -0.723, 1.111, -0.159, -1.316, 0.849, 0.446, 0.388, 0.450, -0.190, 0.763, 0.023, 0.475, 0.103, -0.742, -0.552, -0.696, -0.001, 0.225]
}

{
  "formula": "C29H35N3PS3W",
  "method": "ωB97M-V/def2-TZVPD",
  "energy_ev": -78704.2503,
  "orbital_gap_ha": [0.200, 0.201],
  "lumo_ha": [-0.431, -0.430],
  "charge": 3,
  "homo_ev": [-17.2, -17.2],
  "max_force_ev_per_a": 0.894,
  "species": ["W", "C", "C", "C", "P", "C", "C", "C", "C", "C", "C", "C", "C", "C", "C", "N", "C", "C", "C", "C", "C", "C", "C", "C", "C", "H", "H", "H", "H", "H", "H", "H", "H", "H", "H", "H", "H", "H", "H", "H", "H", "H", "H", "H", "H", "H", "H", "H", "H", "H", "H", "H", "H", "H", "H", "H", "S", "C", "S", "S", "N", "C", "C", "C", "C", "C", "N", "C", "H", "H", "H", "H"],
  "coordinates": [[-1.043, -1.370, -0.118], [2.835, -1.730, 1.636], [2.577, -2.252, 0.220], [3.928, -2.429, -0.497], [1.401, -1.199, -0.743], [1.691, -1.484, -2.533], [1.018, -0.466, -3.446], [1.382, -2.928, -2.933], [1.648, 0.534, -0.301], [2.864, 1.198, -0.264], [2.934, 2.539, 0.131], [4.247, 3.269, 0.147], [1.753, 3.194, 0.503], [0.522, 2.560, 0.450], [0.494, 1.237, 0.040], [-0.710, 0.495, -0.076], [-1.993, 1.006, -0.469], [-2.059, 1.972, -1.521], [-0.902, 2.381, -2.395], [-3.272, 2.578, -1.746], [-4.440, 2.245, -1.045], [-5.727, 2.956, -1.309], [-4.380, 1.205, -0.117], [-3.193, 0.588, 0.205], [-3.300, -0.562, 1.173], [3.395, -2.494, 2.178], [1.938, -1.502, 2.208], [3.450, -0.830, 1.617], [2.068, -3.221, 0.262], [4.419, -1.475, -0.699], [3.865, -2.991, -1.424], [4.581, -2.984, 0.176], [2.773, -1.322, -2.570], [-0.069, -0.431, -3.326], [1.209, -0.759, -4.479], [1.418, 0.538, -3.304], [0.317, -3.159, -2.854], [1.931, -3.666, -2.350], [1.664, -3.055, -3.978], [3.781, 0.693, -0.546], [5.090, 2.595, 0.011], [4.381, 3.808, 1.084], [4.273, 4.007, -0.658], [1.805, 4.224, 0.832], [-0.386, 3.083, 0.725], [-0.023, 1.753, -2.302], [-0.603, 3.409, -2.182], [-1.229, 2.352, -3.435], [-3.329, 3.340, -2.515], [-5.620, 3.737, -2.056], [-6.104, 3.402, -0.386], [-6.484, 2.245, -1.649], [-5.293, 0.872, 0.363], [-4.282, -1.023, 1.072], [-3.125, -0.305, 2.218], [-2.660, -1.468, 1.012], [-3.546, -4.627, -0.961], [-2.310, -3.661, -0.878], [-2.283, -2.087, -1.863], [-0.879, -3.772, 0.137], [-0.673, 2.336, 5.085], [-0.502, 1.281, 4.666], [-0.336, -0.030, 4.092], [0.037, -1.144, 4.834], [0.182, -2.348, 4.166], [-0.055, -2.411, 2.811], [-0.428, -1.334, 2.075], [-0.556, -0.163, 2.736], [0.212, -1.066, 5.900], [0.483, -3.245, 4.691], [0.065, -3.350, 2.299], [-0.834, 0.710, 2.172]],
  "mulliken_charge": [-0.516, -1.711, 0.794, -1.381, 0.310, 0.649, -1.426, -1.391, 0.053, -0.558, 0.424, -1.641, -0.992, -1.126, -0.169, 2.404, -0.037, 0.415, -1.432, -0.927, 0.451, -1.578, -1.048, 1.468, -1.066, 0.542, 0.366, 0.400, 0.553, 0.252, 0.428, 0.478, 0.708, 0.201, 0.575, 0.301, 0.197, 0.345, 0.503, 0.372, 0.387, 0.418, 0.359, 0.521, 0.670, -0.358, 0.436, 0.606, 0.502, 0.404, 0.382, 0.396, 0.589, 0.550, 0.435, 0.273, 0.063, 0.139, -0.132, -0.217, -0.372, -0.431, -0.005, -0.499, -0.734, -0.539, 0.610, 0.199, 0.594, 0.534, 0.354, 0.677]
}

Question: Which of these has the highest charge?
Answer: C29H35N3PS3W

Question: Which of these has the highest charge?
Answer: C29H35N3PS3W

Question: The highest charge belongs to which entry?
Answer: C29H35N3PS3W